*A*
A 15-piece molecular cluster, H30O15 overall, computed with ωB97M-V/def2-TZVPD.

Geometry as ORCA input:
```
! wB97M-V def2-TZVPD RIJCOSX def2/J DEFGRID3
* xyz 0 1
O -0.96 -0.72 2.25
H -0.96 -0.31 3.11
H -1.73 -1.32 2.20
O 1.94 1.43 -0.35
H 2.62 0.90 0.12
H 1.14 0.90 -0.45
O 0.02 2.03 2.40
H 0.74 1.47 2.71
H -0.05 2.73 3.06
O 0.79 0.56 -3.49
H 0.65 -0.33 -3.14
H 0.09 1.10 -3.17
O -0.41 0.11 -0.19
H -0.15 -0.59 -0.75
H -0.37 -0.08 0.76
O 3.06 -1.20 -1.82
H 3.91 -1.59 -1.56
H 2.83 -0.77 -0.99
O 0.07 3.48 -0.10
H -0.24 4.23 0.41
H 0.26 2.78 0.54
O 0.41 -1.68 -2.10
H 1.38 -1.71 -2.03
H 0.05 -1.99 -2.93
O 1.92 -0.07 2.88
H 2.69 0.51 2.89
H 1.79 -0.50 2.03
O -2.53 -0.54 -3.63
H -3.31 -1.02 -3.97
H -2.30 -0.87 -2.69
O -2.78 1.42 1.93
H -2.98 1.85 1.08
H -1.87 1.41 2.10
O -2.79 -0.99 -1.01
H -2.71 -1.90 -1.02
H -2.03 -0.63 -0.60
O 1.57 -1.56 0.69
H 0.97 -2.30 0.80
H 2.41 -2.02 0.63
O -1.14 1.94 -2.17
H -0.75 1.37 -1.51
H -0.69 2.75 -1.99
O 0.18 -2.88 3.16
H -0.05 -2.03 2.80
H -0.66 -3.32 3.14
*
```

Which charges does natural (NBO) predict for the atoms? In e, they are: -0.954, 0.513, 0.505, -0.945, 0.437, 0.486, -0.988, 0.501, 0.484, -0.987, 0.449, 0.484, -1.018, 0.509, 0.517, -0.927, 0.476, 0.472, -0.968, 0.463, 0.499, -1.007, 0.521, 0.508, -0.992, 0.481, 0.500, -0.977, 0.462, 0.480, -0.977, 0.489, 0.480, -0.929, 0.458, 0.487, -0.958, 0.506, 0.484, -0.949, 0.472, 0.488, -0.958, 0.471, 0.454

*B*
H30O15 as an isolated structure, computed with ωB97M-V/def2-TZVPD.

Geometry as ORCA input:
```
! wB97M-V def2-TZVPD RIJCOSX def2/J DEFGRID3
* xyz 0 1
H -0.25 0.86 0.31
H -0.31 -0.07 -0.90
H -2.02 0.11 -0.39
H -2.17 -1.01 -1.41
H 2.33 -0.95 -1.42
H 3.83 -0.80 -1.22
H 0.52 -1.72 0.63
H 1.28 -3.02 0.47
H -3.09 -0.43 3.06
H -3.66 -1.03 1.79
H 1.58 1.91 0.86
H 1.73 2.82 2.07
H -2.82 2.42 2.09
H -2.77 0.91 1.96
H -0.71 -1.88 -2.41
H 0.35 -2.66 -1.66
H 4.69 0.20 2.88
H 3.23 0.57 2.66
H -3.59 0.84 -3.41
H -4.59 -0.31 -3.34
H 2.37 2.24 -3.05
H 1.84 1.56 -1.79
H -2.13 -3.47 0.92
H -3.63 -3.25 0.81
H 2.71 -0.82 0.85
H 2.36 0.45 0.11
H 1.49 0.63 -3.97
H 1.15 1.72 -4.97
H -0.57 1.54 3.37
H 0.44 2.12 4.35
O 0.05 0.78 -0.61
O -2.68 -0.34 -0.93
O 2.99 -0.82 -0.74
O 1.33 -2.09 0.25
O -3.66 -1.14 2.75
O 1.19 2.10 1.72
O -2.23 1.67 2.19
O 0.12 -1.77 -1.94
O 3.86 -0.15 2.54
O -3.75 0.00 -2.96
O 1.56 1.88 -2.66
O -2.88 -3.10 1.40
O 3.04 0.06 0.66
O 1.83 1.08 -4.75
O -0.35 2.35 3.84
*
```

Which charges does natural (NBO) predict for the atoms? In e, they are: 0.482, 0.478, 0.456, 0.453, 0.437, 0.471, 0.473, 0.475, 0.456, 0.469, 0.466, 0.476, 0.490, 0.456, 0.467, 0.490, 0.454, 0.482, 0.473, 0.465, 0.484, 0.474, 0.457, 0.470, 0.502, 0.437, 0.491, 0.463, 0.483, 0.455, -0.963, -0.915, -0.957, -0.937, -0.920, -0.946, -0.947, -0.949, -0.933, -0.936, -0.951, -0.926, -0.905, -0.962, -0.940

*C*
A 15-piece molecular cluster, H30O15 overall, computed with ωB97M-V/def2-TZVPD.

Geometry as ORCA input:
```
! wB97M-V def2-TZVPD RIJCOSX def2/J DEFGRID3
* xyz 0 1
O 0.23 2.29 -3.67
H -0.56 2.60 -4.06
H 0.16 2.27 -2.71
O 3.25 0.42 0.52
H 2.56 0.94 0.91
H 4.05 0.77 0.84
O -1.03 -0.11 -3.40
H -1.58 0.03 -2.62
H -0.83 0.79 -3.72
O 1.44 -0.92 -1.72
H 1.96 -0.24 -2.16
H 1.23 -1.34 -2.54
O 2.30 -3.44 -1.13
H 1.63 -4.10 -1.25
H 1.88 -2.57 -1.16
O 1.55 -3.12 1.41
H 2.20 -3.24 0.67
H 1.54 -2.16 1.61
O -0.69 -2.68 -0.05
H 0.14 -2.83 0.38
H -0.64 -1.73 -0.35
O -1.34 0.53 2.74
H -1.70 1.01 2.03
H -2.06 0.69 3.39
O -2.62 2.02 0.87
H -2.09 2.82 1.03
H -3.39 2.35 0.37
O -2.69 0.36 -1.23
H -3.63 0.35 -1.26
H -2.61 0.92 -0.46
O -0.07 0.06 0.25
H -0.54 0.65 -0.29
H 0.63 -0.24 -0.41
O 1.50 -0.76 2.60
H 1.00 -0.04 2.23
H 0.95 -1.02 3.35
O 0.00 2.72 -0.84
H 0.89 3.00 -0.68
H -0.69 3.40 -1.06
O 1.28 1.85 1.74
H 0.70 1.51 1.06
H 0.81 1.99 2.56
O -2.03 -2.07 2.23
H -1.55 -2.43 1.49
H -1.56 -1.28 2.47
*
```

Which charges does natural (NBO) predict for the atoms? In e, they are: -0.953, 0.469, 0.492, -0.961, 0.479, 0.467, -0.991, 0.486, 0.465, -0.950, 0.496, 0.506, -0.964, 0.481, 0.490, -1.005, 0.491, 0.493, -0.989, 0.488, 0.479, -0.954, 0.480, 0.478, -0.961, 0.499, 0.498, -0.956, 0.475, 0.476, -0.986, 0.474, 0.511, -0.945, 0.487, 0.478, -0.994, 0.514, 0.500, -0.998, 0.497, 0.499, -1.000, 0.491, 0.466

*D*
A 15-piece molecular cluster, H30O15 overall, computed with ωB97M-V/def2-TZVPD.

Geometry as ORCA input:
```
! wB97M-V def2-TZVPD RIJCOSX def2/J DEFGRID3
* xyz 0 1
H 0.71 -0.25 0.05
H -0.76 0.03 -0.43
H -3.04 3.39 -0.11
H -4.33 2.55 -0.19
H -1.57 -1.68 -0.46
H -2.42 -2.20 0.53
H -2.44 2.07 1.47
H -1.11 1.97 1.84
H -4.94 -2.72 -1.50
H -4.64 -1.31 -1.51
H 3.66 4.00 0.55
H 4.16 2.69 0.11
H 1.98 3.43 -0.79
H 1.67 1.94 -0.79
H -1.17 -2.62 -1.76
H -0.50 -1.68 -2.74
H -0.81 -1.64 3.31
H 0.61 -2.02 3.46
H 0.31 -1.69 -0.60
H 1.31 -2.76 -0.35
H -5.12 0.47 2.02
H -3.88 0.95 1.21
H -1.40 1.17 -1.50
H -2.72 1.14 -2.02
H 2.93 0.74 -3.00
H 2.08 0.37 -1.98
H 3.60 -0.75 1.54
H 3.32 -2.09 2.08
H 5.10 -0.59 0.03
H 6.35 -0.86 0.88
O -0.06 0.25 0.32
O -3.50 2.74 -0.65
O -1.66 -1.72 0.53
O -1.96 1.55 2.03
O -4.40 -2.08 -1.96
O 3.39 3.08 0.49
O 2.17 2.61 -1.25
O -0.50 -2.58 -2.45
O -0.03 -1.67 2.74
O 0.69 -2.25 0.16
O -4.17 0.64 2.11
O -2.33 1.29 -1.22
O 3.03 0.62 -2.10
O 3.74 -1.73 1.36
O 5.96 -1.01 -0.02
*
```

Which charges does natural (NBO) predict for the atoms? In e, they are: 0.464, 0.441, 0.471, 0.460, 0.404, 0.453, 0.432, 0.463, 0.468, 0.462, 0.458, 0.476, 0.464, 0.464, 0.463, 0.459, 0.462, 0.443, 0.427, 0.467, 0.455, 0.467, 0.442, 0.459, 0.459, 0.438, 0.461, 0.464, 0.468, 0.462, -0.921, -0.920, -0.857, -0.897, -0.929, -0.933, -0.935, -0.910, -0.904, -0.901, -0.922, -0.899, -0.893, -0.925, -0.930

Most stable structure - *C*; separation to the second - 3.9 kcal/mol.

*A*
A 15-piece molecular cluster, H30O15 overall, computed with ωB97M-V/def2-TZVPD.

Geometry as ORCA input:
```
! wB97M-V def2-TZVPD RIJCOSX def2/J DEFGRID3
* xyz 0 1
O 3.08 1.91 -2.17
H 2.13 1.80 -2.14
H 3.19 1.53 -3.01
O 2.78 0.65 0.47
H 3.48 0.56 -0.17
H 3.06 0.61 1.40
O 1.31 -1.31 2.49
H 2.24 -1.25 2.37
H 0.96 -0.91 1.70
O 2.45 -2.91 -0.60
H 1.61 -2.62 -0.24
H 2.72 -2.17 -1.13
O 0.46 -3.50 1.47
H -0.46 -3.29 1.32
H 0.83 -2.74 1.89
O -3.69 -2.07 -0.55
H -4.27 -2.29 0.20
H -3.38 -1.20 -0.32
O -1.32 2.80 -0.56
H -0.39 2.63 -0.45
H -1.52 3.69 -0.23
O 1.08 2.75 0.68
H 1.74 2.11 0.45
H 1.50 3.60 0.59
O -1.81 -0.05 -2.54
H -0.88 0.22 -2.42
H -2.34 0.34 -1.84
O -2.37 0.33 0.18
H -2.13 1.25 0.00
H -3.00 0.43 0.89
O -0.47 -2.38 -1.70
H -0.90 -1.78 -2.32
H -0.40 -1.77 -1.00
O -2.12 -0.62 2.94
H -1.78 0.09 2.42
H -2.97 -0.41 3.35
O 0.61 0.82 -2.44
H 0.78 1.16 -3.38
H 1.05 -0.02 -2.43
O 0.16 -0.57 0.06
H -0.76 -0.25 0.12
H 0.78 0.13 -0.11
O -0.74 1.55 2.26
H -0.10 1.45 2.94
H -0.17 1.71 1.57
*
```

Which charges does natural (NBO) predict for the atoms? In e, they are: -0.951, 0.475, 0.459, -0.994, 0.521, 0.502, -0.932, 0.462, 0.490, -0.932, 0.492, 0.436, -0.972, 0.468, 0.471, -0.932, 0.457, 0.468, -0.979, 0.496, 0.490, -0.994, 0.503, 0.495, -0.985, 0.471, 0.482, -0.990, 0.514, 0.496, -0.962, 0.471, 0.461, -0.975, 0.489, 0.465, -0.945, 0.500, 0.501, -1.002, 0.514, 0.483, -0.944, 0.479, 0.476

*B*
A 15-piece molecular cluster, H30O15 overall, computed with ωB97M-V/def2-TZVPD.

Geometry as ORCA input:
```
! wB97M-V def2-TZVPD RIJCOSX def2/J DEFGRID3
* xyz 0 1
O 2.06 3.47 1.63
H 1.35 3.07 1.16
H 1.74 4.07 2.28
O -2.79 1.86 -0.66
H -2.35 1.84 0.21
H -3.53 1.23 -0.69
O 0.59 -3.14 -2.46
H 0.78 -2.84 -1.56
H -0.35 -3.49 -2.50
O 3.98 -1.10 0.29
H 4.72 -0.89 -0.39
H 3.15 -1.02 -0.16
O -2.44 -1.38 0.88
H -2.00 -1.02 0.11
H -3.38 -1.32 0.70
O 2.02 -0.88 -1.43
H 2.51 -1.13 -2.16
H 1.99 0.07 -1.36
O -0.08 2.45 0.57
H -0.13 2.62 -0.38
H -0.60 3.17 1.00
O -0.41 1.99 -2.15
H -1.26 1.71 -1.81
H -0.03 1.30 -2.69
O -1.58 -0.62 -1.39
H -1.36 -1.41 -1.85
H -2.44 -0.44 -1.74
O -0.63 -1.30 3.33
H -0.99 -0.67 3.94
H -0.42 -0.79 2.57
O 1.11 -3.07 0.25
H 0.31 -3.57 0.41
H 0.85 -2.30 0.72
O 0.29 -0.27 0.68
H 0.12 0.66 0.37
H 0.48 -0.83 -0.08
O -2.47 1.10 2.08
H -2.18 0.29 1.65
H -3.14 0.93 2.74
O 0.67 -0.01 -3.85
H 0.84 -0.34 -2.98
H -0.22 -0.30 -4.10
O 1.40 0.87 3.14
H 2.15 1.39 2.91
H 1.66 0.04 2.79
*
```

Which charges does natural (NBO) predict for the atoms? In e, they are: -0.978, 0.484, 0.463, -0.983, 0.518, 0.470, -0.981, 0.499, 0.460, -0.962, 0.460, 0.476, -0.961, 0.484, 0.457, -0.956, 0.501, 0.497, -0.979, 0.514, 0.501, -1.005, 0.498, 0.486, -0.923, 0.482, 0.479, -0.951, 0.467, 0.481, -0.924, 0.474, 0.478, -1.006, 0.513, 0.470, -0.999, 0.502, 0.482, -0.938, 0.475, 0.477, -0.946, 0.476, 0.469

Most stable structure - *B*; separation to the second - 2.0 kcal/mol.

*A*
A 2-piece molecular cluster, C2H4N2O2 overall, computed with ωB97M-V/def2-TZVPD.

Geometry as ORCA input:
```
! wB97M-V def2-TZVPD RIJCOSX def2/J DEFGRID3
* xyz 0 1
C -0.90 -1.28 -0.17
C -0.23 1.10 0.09
N 2.05 -0.73 0.36
N 0.03 -0.31 -0.18
O -2.07 -1.08 -0.02
O 2.57 0.27 0.33
H -0.45 -2.29 -0.58
H -0.29 1.51 -0.94
H -1.28 1.34 0.46
H 0.58 1.47 0.65
*
```

Which charges does natural (NBO) predict for the atoms? In e, they are: 0.488, -0.471, 0.436, -0.470, -0.600, -0.125, 0.101, 0.206, 0.237, 0.197

*B*
C2H4N2O2 in the gas phase, computed with ωB97M-V/def2-TZVPD.

Geometry as ORCA input:
```
! wB97M-V def2-TZVPD RIJCOSX def2/J DEFGRID3
* xyz 0 1
N 0.34 1.44 0.54
C -0.60 0.46 0.40
O -1.57 0.32 1.09
N -0.31 -0.44 -0.83
C 0.41 -1.43 -0.26
O 0.73 -1.26 0.90
H -0.02 2.34 0.83
H 1.10 1.44 -0.11
H -0.78 -0.55 -1.73
H 0.70 -2.32 -0.83
*
```

Which charges does natural (NBO) predict for the atoms? In e, they are: -0.827, 0.832, -0.555, -0.724, 0.509, -0.595, 0.405, 0.395, 0.421, 0.139

*C*
A 2-piece molecular cluster, C2H4N2O2 overall, computed with ωB97M-V/def2-TZVPD.

Geometry as ORCA input:
```
! wB97M-V def2-TZVPD RIJCOSX def2/J DEFGRID3
* xyz 0 1
C -0.96 -1.44 -0.39
N -0.19 -1.19 0.58
N 0.95 -1.26 0.98
O 1.62 -0.53 1.67
H -0.78 -0.72 -1.26
H -1.85 -2.08 -0.45
C 0.33 1.79 -0.31
O -0.15 1.27 -1.28
H 0.01 2.89 0.01
H 1.02 1.28 0.45
*
```

Which charges does natural (NBO) predict for the atoms? In e, they are: -0.122, -0.153, 0.269, -0.412, 0.221, 0.202, 0.285, -0.529, 0.099, 0.142

Most stable structure - *B*; separation to the second - 100.9 kcal/mol.